Entry 1:
Computed, not measured: 2 unconnected molecules or ions with the total composition C22H16N3 in a non-equilibrium geometry, with ωB97M-V with the def2-TZVPD basis set.

As for the HOMO energy: -11.78 eV. The gap between HOMO and LUMO comes out at 7.322 eV. The total energy is -1011.91083 hartree. As for the net charge: +1.

Each atom is followed by the atoms it is bonded to, with distances in Å.
Element x y z (Å)
1 C -0.503 -1.964 -1.971  C2 1.486, H16 1.102, H17 1.104, H18 1.098
2 C 0.740 -1.311 -1.485  C1 1.486, N3 1.330, H19 1.092
3 N 1.003 -0.062 -1.856  C2 1.330, C4 1.420, C11 1.428
4 C 2.301 0.488 -2.030  N3 1.420, C5 1.390, C9 1.406
5 C 3.540 -0.140 -2.086  C4 1.390, C6 1.411, H20 1.088
6 C 4.668 0.669 -2.338  C5 1.411, C7 1.407, H21 1.093
7 C 4.532 2.059 -2.511  C6 1.407, C8 1.397, H22 1.088
8 C 3.274 2.665 -2.511  C7 1.397, C9 1.396, H23 1.089
9 C 2.156 1.867 -2.262  C4 1.406, C8 1.396, C10 1.439
10 C 0.750 2.177 -2.256  C9 1.439, C11 1.412, C15 1.397
11 C 0.040 0.978 -2.031  N3 1.428, C10 1.412, C12 1.388
12 C -1.349 0.970 -2.047  C11 1.388, C13 1.411, H24 1.086
13 C -2.023 2.185 -2.295  C12 1.411, C14 1.405, H25 1.095
14 C -1.310 3.379 -2.495  C13 1.405, C15 1.395, H26 1.088
15 C 0.085 3.380 -2.502  C10 1.397, C14 1.395, H27 1.089
16 H -0.365 -3.049 -1.842  C1 1.102
17 H -1.332 -1.686 -1.296  C1 1.104
18 H -0.802 -1.722 -2.999  C1 1.098
19 H 1.562 -1.853 -1.011  C2 1.092
20 H 3.619 -1.215 -1.938  C5 1.088
21 H 5.664 0.225 -2.404  C6 1.093
22 H 5.417 2.674 -2.659  C7 1.088
23 H 3.117 3.725 -2.704  C8 1.089
24 H -1.920 0.061 -1.881  C12 1.086
25 H -3.117 2.210 -2.351  C13 1.095
26 H -1.843 4.312 -2.662  C14 1.088
27 H 0.683 4.266 -2.712  C15 1.089
28 N -3.636 -2.011 7.895  C29 1.176
29 C -3.179 -1.978 6.811  N28 1.176, C30 1.437
30 C -2.611 -1.909 5.494  C29 1.437, C31 1.401, C37 1.398
31 C -3.170 -2.621 4.425  C30 1.401, C32 1.393, H38 1.092
32 C -2.618 -2.509 3.151  C31 1.393, C33 1.401, H39 1.089
33 C -1.488 -1.710 2.934  C32 1.401, N34 1.389, C36 1.400
34 N -0.886 -1.643 1.684  C33 1.389, C35 1.192
35 C -0.318 -1.642 0.637  N34 1.192
36 C -0.946 -0.986 4.004  C33 1.400, C37 1.388, H40 1.089
37 C -1.498 -1.092 5.274  C30 1.398, C36 1.388, H41 1.089
38 H -4.041 -3.257 4.596  C31 1.092
39 H -3.050 -3.046 2.308  C32 1.089
40 H -0.082 -0.350 3.819  C36 1.089
41 H -1.069 -0.534 6.105  C37 1.089

---

Entry 2:
Computed, not measured: 3 unconnected molecules or ions with the total composition C10H16IN2O in a non-equilibrium geometry, with ωB97M-V with the def2-TZVPD basis set.

As for the HOMO energy: -11.96 eV. The gap between HOMO and LUMO comes out at 8.504 eV. The value obtained for the energy above the lowest of the compared OMol25 structures with the same formula, charge and spin is 8.15 kcal per mole. The total energy is -872.71900 hartree. As for the net charge: +1.

Each atom is followed by the atoms it is bonded to, with distances in Å.
Element x y z (Å)
1 C 1.787 -3.996 0.262  C2 1.381, C3 1.404, H15 1.155
2 C 1.661 -3.141 1.339  C1 1.381, C4 1.388, H16 1.032
3 C 1.767 -3.476 -1.042  C1 1.404, C5 1.438, H17 1.054
4 C 1.415 -1.788 1.153  C2 1.388, C6 1.397, H18 1.062
5 C 1.629 -2.056 -1.225  C3 1.438, C6 1.404, H19 1.145
6 C 1.336 -1.232 -0.126  C4 1.397, C5 1.404, C8 1.501
7 C 0.199 4.140 1.026  C10 1.533, H20 1.060, H21 1.181, H22 1.160
8 C 1.010 0.229 -0.229  C6 1.501, C9 1.476, H23 1.147, H24 1.067
9 C -0.393 0.452 -0.630  C8 1.476, N11 1.353, N12 1.349
10 C -0.385 3.199 -0.034  C7 1.533, O13 1.275
11 N -1.362 -0.001 0.197  C9 1.353, H25 1.021, H26 1.003
12 N -0.723 0.792 -1.894  C9 1.349, H28 1.003, H29 0.991
13 O -1.606 3.379 -0.355  C10 1.275, H30 0.913
14 I -5.129 -0.378 0.035  H27 1.579
15 H 1.865 -5.123 0.504  C1 1.155
16 H 1.720 -3.698 2.205  C2 1.032
17 H 1.899 -4.216 -1.782  C3 1.054
18 H 1.277 -1.375 2.122  C4 1.062
19 H 1.514 -1.516 -2.228  C5 1.145
20 H -0.246 3.769 1.913  C7 1.060
21 H -0.113 5.205 0.621  C7 1.181
22 H 1.354 4.111 1.130  C7 1.160
23 H 1.827 0.603 -0.941  C8 1.147
24 H 1.197 0.706 0.707  C8 1.067
25 H -2.292 -0.185 -0.182  N11 1.021
26 H -1.322 0.239 1.170  N11 1.003
27 H -6.223 -0.977 1.002  I14 1.579
28 H -0.097 0.869 -2.674  N12 1.003
29 H -1.471 1.416 -2.072  N12 0.991
30 H -2.096 4.048 0.027  O13 0.913

---

> Number 2 is which compound?

C10H16IN2O